# 1
{"formula": "C17H16BrF3N4O", "method": "ωB97M-V/def2-TZVPD", "species": ["O", "C", "N", "C", "C", "C", "C", "C", "C", "Br", "N", "C", "C", "C", "N", "C", "C", "C", "C", "C", "C", "F", "F", "F", "N", "C", "H", "H", "H", "H", "H", "H", "H", "H", "H", "H", "H", "H", "H", "H", "H", "H"], "positions_angstrom": [[-2.66436, -2.70395, -1.69121], [-1.54170, -2.87343, -1.23360], [-1.03569, -4.14432, -1.20155], [-0.03972, -4.48921, -0.32622], [-0.30233, -5.31606, 0.80253], [0.73881, -5.76090, 1.63878], [2.04961, -5.38659, 1.36765], [2.32168, -4.65021, 0.19811], [1.27773, -4.18036, -0.62543], [1.70649, -3.15386, -2.21968], [-0.82801, -1.76401, -0.71023], [-1.21070, -0.34213, -0.92738], [-0.36848, 0.28011, -2.03422], [-0.39000, 1.76199, -1.75271], [-0.49071, 1.79930, -0.26276], [-0.23614, 2.95271, 0.50954], [-0.40272, 3.02818, 1.90720], [-0.15874, 4.20933, 2.58455], [0.19380, 5.27108, 1.81219], [0.39732, 5.20127, 0.40588], [0.79687, 6.45952, -0.37007], [1.95074, 6.87531, 0.29239], [-0.14658, 7.45915, -0.21731], [1.07529, 6.28770, -1.68031], [0.22039, 3.98872, -0.17615], [-0.89701, 0.52180, 0.29206], [-1.80835, -4.82532, -1.31801], [-1.33814, -5.58728, 1.06567], [0.59928, -6.37278, 2.54394], [2.85502, -5.76183, 2.03557], [3.37743, -4.41292, -0.02471], [0.13799, -1.96264, -0.44545], [-2.28651, -0.25819, -1.14889], [0.63160, -0.12224, -2.01354], [-0.81279, 0.08195, -2.98172], [0.55393, 2.23530, -2.12099], [-1.28762, 2.28127, -2.20414], [-0.78967, 2.21991, 2.44989], [-0.29005, 4.27251, 3.65974], [0.34858, 6.20426, 2.28837], [-1.83086, 0.57297, 0.91414], [-0.07564, 0.10393, 0.91810]], "forces_ev_per_a": [[0.281, -0.044, -0.071], [-1.499, 3.131, -0.086], [-1.370, -0.351, -0.233], [1.047, -1.740, 1.354], [0.348, 0.082, 0.405], [-0.240, 0.338, -0.050], [0.313, -0.149, -0.731], [0.406, 0.398, 0.467], [1.388, -0.223, 0.337], [0.056, -0.703, 0.719], [-0.410, -1.684, -0.069], [0.550, -1.147, -0.088], [-0.727, 0.279, 0.171], [0.146, 1.027, 0.444], [0.180, 1.053, 0.337], [0.067, -0.985, -0.559], [-0.089, 0.156, -0.339], [-0.345, -1.326, -0.897], [0.914, 2.147, -1.615], [-1.359, -2.880, 1.584], [0.575, -0.111, 0.999], [-1.078, 0.286, -1.275], [1.327, -1.209, -0.486], [-0.427, 0.316, 1.482], [0.232, 2.417, -1.049], [-0.319, 0.050, 1.032], [0.795, 0.790, 0.086], [0.543, 0.221, -0.390], [-0.458, 0.333, -0.652], [-0.534, 0.513, -0.743], [-0.812, -0.055, -0.067], [-0.530, 0.522, -0.120], [0.488, -0.434, -0.011], [0.401, -0.091, 0.079], [-0.146, -0.339, -0.883], [-0.950, -0.068, 0.428], [0.998, -0.451, 0.325], [-0.335, -1.250, 0.540], [0.039, 0.097, -0.200], [0.157, 0.901, 0.334], [0.866, 0.185, -0.234], [-0.489, -0.002, -0.274]], "nbo_charge": [-0.659, 0.797, -0.657, 0.177, -0.245, -0.198, -0.213, -0.222, -0.121, 0.058, -0.652, -0.041, -0.428, -0.203, -0.426, 0.396, -0.278, -0.162, -0.262, 0.119, 0.964, -0.337, -0.323, -0.297, -0.449, -0.214, 0.423, 0.226, 0.225, 0.227, 0.235, 0.395, 0.239, 0.209, 0.226, 0.226, 0.194, 0.213, 0.227, 0.219, 0.199, 0.187], "spin_multiplicity": 1, "largest_force_ha_per_bohr": 0.0692, "e_above_lowest_ev": 0.5181, "smiles": "O=C(Nc1ccccc1Br)N[C@@H]1CCN(c2cccc(C(F)(F)F)n2)C1", "homo_lumo_gap_ha": 0.318}

---

# 2
{"formula": "C2H4NO2", "method": "ωB97M-V/def2-TZVPD", "species": ["N", "C", "O", "C", "O", "H", "H", "H", "H"], "positions_angstrom": [[1.09412, -0.12561, -0.04565], [-0.22216, 0.52940, -0.16098], [-1.18438, -0.21997, -0.88174], [-1.51538, -0.19148, 0.32057], [-2.14125, -0.57882, 1.37040], [1.72219, 0.24995, 0.65075], [1.37153, -0.10080, -1.01380], [1.04495, -1.17660, 0.15146], [-0.16961, 1.61393, -0.39100]], "forces_ev_per_a": [[-1.390, -2.750, -0.751], [-1.712, 1.420, 2.637], [-0.648, -1.574, -4.523], [-1.003, -0.444, 9.878], [2.907, 1.913, -6.854], [0.410, 0.716, -0.004], [1.670, 0.221, -0.453], [-0.320, 1.484, 0.037], [0.086, -0.986, 0.034]], "nbo_charge": [-0.698, 0.026, -0.366, 0.823, -0.440, 0.478, 0.457, 0.470, 0.250], "spin_multiplicity": 1, "largest_force_ha_per_bohr": 0.1933, "e_above_lowest_ev": 2.5372, "smiles": "[NH3+][C@H]1OC1=O", "charge": 1, "homo_lumo_gap_ha": 0.400}